{"formula": "C18H29AgAs2F12NO11", "method": "ωB97M-V/def2-TZVPD", "e_lumo_ev": 1.6067, "e_above_lowest_kj_mol": 86.2, "energy_ev": -201443.0850, "largest_force_ev_per_a": 2.5, "charge": -1, "homo_energy_ha": -0.286, "spin_multiplicity": 1, "orbital_gap_ev": 9.400, "species": ["Ag", "As", "F", "F", "F", "F", "F", "F", "As", "F", "F", "F", "F", "F", "F", "C", "C", "C", "C", "C", "C", "N", "O", "O", "H", "H", "H", "H", "H", "C", "C", "O", "C", "O", "O", "C", "H", "H", "H", "H", "H", "H", "H", "H", "C", "C", "O", "C", "O", "O", "C", "H", "H", "H", "H", "H", "H", "H", "H", "C", "C", "O", "C", "O", "O", "C", "H", "H", "H", "H", "H", "H", "H", "H"], "positions_angstrom": [[0.04789, -0.56320, 0.63539], [0.31189, 3.30566, -1.34593], [0.31975, 4.88049, -2.09986], [0.85709, 4.01465, 0.16388], [0.11437, 1.71663, -0.58822], [-0.12264, 2.55343, -2.88998], [2.00017, 2.97061, -1.76166], [-1.33642, 3.70319, -0.82245], [0.26308, -4.03150, 1.42395], [-0.96179, -3.79474, 0.23416], [-0.93298, -4.80038, 2.50284], [1.39606, -4.20798, 2.73895], [1.40845, -3.06789, 0.46107], [-0.24421, -2.43137, 2.06503], [0.74503, -5.51897, 0.68189], [3.22028, -0.58706, -0.19294], [3.21784, -1.17010, -1.43717], [3.92460, -0.58455, -2.47618], [4.58145, 0.60605, -2.32079], [4.53811, 1.22050, -1.04783], [3.94434, 0.60662, 0.01607], [5.32775, 1.13115, -3.46964], [5.88679, 2.19451, -3.29799], [5.33372, 0.53347, -4.53492], [2.86273, -1.06064, 0.71332], [2.75976, -2.13233, -1.62010], [3.88555, -1.06590, -3.44511], [4.98217, 2.20086, -0.93436], [3.80650, 1.21710, 0.89861], [-4.76971, 1.11449, -2.42551], [-3.58132, 0.64188, -3.27185], [-2.73324, -0.01341, -2.33632], [-1.45446, -0.27715, -2.63954], [-0.73256, -0.82317, -1.87100], [-1.19646, 0.11726, -3.89899], [0.05845, -0.35138, -4.40621], [-5.40369, 1.73136, -3.07603], [-4.47774, 1.66815, -1.53819], [-5.50211, 0.31985, -2.26921], [-3.15622, 1.48135, -3.81205], [-4.04274, -0.10508, -3.92249], [0.22961, 0.03514, -5.40733], [-0.10166, -1.42841, -4.50524], [0.91585, -0.13634, -3.77289], [2.82955, -2.10438, 5.11407], [2.43805, -1.42643, 3.83444], [2.67765, -0.02780, 4.05780], [1.96041, 0.85241, 3.31667], [1.19328, 0.51268, 2.46123], [2.33142, 2.05468, 3.64095], [1.88542, 3.13666, 2.85700], [3.86241, -2.46414, 5.08707], [2.32911, -3.07050, 5.22744], [2.62453, -1.48807, 5.98400], [1.36835, -1.57387, 3.65675], [2.87450, -1.83884, 2.92281], [0.81979, 3.29577, 2.68620], [2.29671, 3.04547, 1.84753], [2.27582, 4.06811, 3.26116], [-5.66269, -2.34107, 0.09617], [-4.34019, -1.87615, 0.65391], [-4.53458, -0.50507, 1.08374], [-3.40464, 0.18630, 1.29848], [-2.30647, -0.26511, 1.18618], [-3.76063, 1.44143, 1.53455], [-2.71878, 2.35543, 1.89397], [-5.65667, -3.39372, -0.19430], [-5.92088, -1.88873, -0.86330], [-6.43885, -2.14593, 0.83598], [-3.59647, -1.90634, -0.14230], [-4.01343, -2.38406, 1.55929], [-1.83181, 2.43946, 1.26712], [-2.59490, 2.15833, 2.95988], [-3.17536, 3.34057, 1.77838]], "forces_ev_per_angstrom": [[-0.1131, 0.0986, -0.4905], [0.0212, 0.4454, -0.4763], [0.3896, -0.5847, 0.0492], [0.0198, -0.3809, -0.2679], [0.2485, 0.5370, -0.0606], [-0.2449, 0.4911, 0.9930], [-0.9343, 0.1787, 0.3970], [0.4707, -0.7336, -0.5016], [-1.0235, 0.3050, 0.9933], [0.0482, -0.1642, -0.2805], [0.8051, 0.3890, -0.9774], [0.0995, 0.2232, -0.6369], [-0.1826, -0.7226, 0.3316], [0.1922, -0.5837, 0.4093], [0.0317, 0.4740, 0.3296], [1.1852, 0.4910, 1.0931], [0.1538, -0.4305, 0.1363], [-0.5309, -0.3861, -0.8808], [-0.3354, -0.6303, 1.1415], [1.1526, 0.8035, -1.5107], [-1.4979, 0.0551, -0.7240], [-0.1617, 0.7763, -0.1029], [0.2596, 0.1497, 0.1059], [-0.1728, -0.2020, 0.5944], [-0.5912, -0.2469, -0.3504], [-0.2398, 0.0712, 0.1853], [0.2665, 0.0612, -0.0079], [0.0661, -0.0465, -0.0196], [0.2818, -0.4321, 0.3657], [-0.7332, 0.2965, -1.2906], [-2.0087, -0.0658, 0.9482], [0.7853, 0.0382, 0.2035], [-1.4631, 0.8668, -1.1176], [1.0229, -0.4907, 0.5026], [0.6008, -0.0264, 0.4080], [-0.1746, -0.9663, -0.2678], [0.3978, 0.5626, 0.1082], [-0.1126, -0.1362, 0.0955], [0.5670, -0.3602, 0.8270], [0.5172, -0.2464, 0.0932], [0.6904, 0.0448, -0.5245], [-0.3047, 0.4001, 0.1409], [0.6193, -0.0719, 0.0268], [-0.2352, 0.1473, 0.2138], [0.6944, -1.5650, -0.1141], [-1.6849, -0.2170, 0.1859], [-0.0685, 1.0260, -0.6105], [1.3541, -2.0354, 0.3689], [-0.7838, 0.4020, -0.6115], [-0.0723, 0.7040, 1.0555], [0.1206, 1.1581, -1.7584], [0.2514, 0.7054, 0.2356], [-0.5223, 0.2809, -0.1069], [0.0891, 0.0481, -0.0194], [0.0368, 0.1800, 0.1417], [0.6087, 0.3683, 0.1604], [-0.1527, -0.7311, 0.5512], [-0.0172, -0.0673, 0.0782], [0.1641, -0.2944, 0.3971], [-0.2793, -0.3258, -0.0800], [-0.0474, 0.3692, -0.2759], [0.2370, 0.2774, -0.1126], [-1.6278, 0.0419, -0.9839], [1.0538, -0.1107, 0.3704], [0.2992, -0.1239, -0.5140], [-0.7666, 0.9563, 0.6651], [0.2169, -0.1778, 0.6088], [0.1064, 0.6432, 0.2681], [-0.2177, -0.1584, -0.2066], [0.3260, -0.0130, 0.3582], [0.0780, -0.5560, -0.3517], [0.0355, -0.9803, 0.0256], [0.8884, 0.2994, -0.1188], [-0.1527, -0.1029, 0.1894]], "lowdin_charge": [0.810, 0.814, -0.263, -0.266, -0.297, -0.254, -0.263, -0.280, 0.791, -0.253, -0.283, -0.249, -0.287, -0.328, -0.241, -0.073, -0.061, -0.017, -0.137, -0.013, -0.054, -0.350, 0.075, 0.060, 0.073, 0.108, 0.118, 0.119, 0.102, -0.057, -0.206, 0.032, -0.601, 0.109, -0.035, -0.023, 0.075, 0.080, 0.064, 0.128, 0.124, 0.095, 0.101, 0.089, -0.064, -0.225, 0.029, -0.599, 0.080, 0.038, -0.044, 0.076, 0.076, 0.081, 0.101, 0.117, 0.092, 0.082, 0.098, -0.066, -0.190, 0.023, -0.602, 0.091, 0.006, -0.024, 0.079, 0.065, 0.078, 0.121, 0.134, 0.074, 0.102, 0.095]}